(1)
{
  "formula": "C2H8N4O3S2",
  "method": "wB97M-V/def2-TZVPD",
  "elements": ["N", "S", "O", "O", "C", "N", "N", "H", "H", "H", "H", "H", "H", "H", "H", "N", "C", "O", "S"],
  "coordinates": [[0.744698, -1.229404, 0.267781], [-0.617724, -1.074062, -0.478533], [-1.530226, -2.159743, -0.546337], [-0.169374, -0.632362, -2.059752], [-1.481574, 0.778675, -0.065610], [-1.484510, 0.873476, 1.286534], [-2.722582, 0.879370, -0.686263], [0.811051, -2.174839, 0.624534], [0.816980, -0.428061, -1.998135], [-0.741058, 1.322861, -0.640533], [-2.190415, 0.890104, 1.877644], [-0.650341, 0.982098, 1.794791], [-3.542716, 0.545004, -0.242770], [-2.674892, 0.920676, -1.642343], [3.486251, 0.446174, 2.154304], [3.417564, -0.310377, 1.531250], [3.112732, -0.156370, 0.384174], [3.209912, -0.497820, -0.868506], [2.206220, 1.024605, -0.692237]],
  "forces_ev_per_angstrom": [[-1.753, -0.165, -0.228], [2.501, 2.075, -0.529], [-1.109, -1.111, -0.221], [0.925, -0.266, 0.902], [-0.536, -1.378, -0.836], [3.589, 0.608, -1.544], [1.063, 0.552, 2.289], [-0.011, -0.262, 0.092], [-1.734, -0.447, -0.045], [0.292, 0.228, 0.315], [-4.609, -0.074, 2.345], [1.323, -0.043, -0.024], [-0.436, -0.515, 0.139], [-0.295, -0.082, -2.485], [-0.599, 0.871, 0.821], [1.670, -2.058, 0.736], [-0.905, 1.575, -2.129], [-0.389, -0.096, 0.980], [1.014, 0.588, -0.580]],
  "homo_ev": -8.55,
  "smiles": "N=[S@](=O)(O)C(N)N.[H]/N=C1/OS1",
  "orbital_gap_ev": 7.81
}

(2)
{
  "formula": "C4H12",
  "method": "wB97M-V/def2-TZVPD",
  "elements": ["C", "C", "H", "H", "H", "H", "H", "H", "C", "C", "H", "H", "H", "H", "H", "H"],
  "coordinates": [[-1.027739, 1.241784, -1.866464], [0.342256, 1.934818, -1.619559], [-1.143609, 0.201899, -1.565642], [-1.786014, 1.831016, -1.345141], [-1.296947, 1.289115, -2.916533], [0.703817, 2.148565, -2.623815], [1.112159, 1.356166, -1.110278], [0.194715, 2.835157, -1.030098], [0.412280, -0.937034, 1.373831], [0.318610, -2.276274, 2.103062], [0.360698, -0.161728, 2.152076], [1.284159, -0.721584, 0.760408], [-0.494241, -0.666551, 0.839737], [1.163285, -2.428520, 2.780444], [-0.485310, -2.109613, 2.827218], [0.145133, -3.176349, 1.523788]],
  "forces_ev_per_angstrom": [[-0.119, 0.494, 0.497], [-0.468, -0.618, -0.536], [0.317, 0.020, 0.183], [-0.149, -0.294, 0.016], [0.047, -0.020, -0.177], [0.474, 0.493, 0.261], [-0.231, -0.293, -0.008], [0.127, 0.208, -0.228], [-0.357, 0.765, 0.676], [-0.071, 0.749, 0.891], [0.544, -0.075, -0.025], [0.029, -0.338, -0.078], [-0.080, -0.504, -0.585], [0.290, -0.094, -0.429], [-0.317, -0.570, -0.248], [-0.037, 0.076, -0.210]],
  "homo_ev": -11.70,
  "smiles": "CC.CC",
  "orbital_gap_ev": 12.86
}

(3)
{
  "formula": "C26H30BFeN6O3S",
  "method": "wB97M-V/def2-TZVPD",
  "elements": ["Fe", "O", "C", "C", "C", "C", "C", "C", "C", "N", "C", "C", "N", "H", "H", "H", "H", "H", "H", "H", "O", "B", "O", "C", "C", "C", "C", "C", "C", "H", "H", "H", "H", "C", "C", "N", "C", "C", "C", "C", "N", "H", "H", "H", "H", "H", "H", "H", "H", "H", "H", "H", "H", "H", "H", "C", "C", "C", "C", "N", "C", "S", "N", "H", "H", "H", "H", "H"],
  "coordinates": [[0.490266, 0.220903, 0.688569], [1.910249, 0.084987, -0.640234], [2.770681, 1.028725, -0.913704], [4.005976, 0.654584, -1.493834], [4.967844, 1.581140, -1.808977], [4.756832, 2.942634, -1.574059], [3.565409, 3.335582, -1.011554], [2.566468, 2.412349, -0.670408], [1.319875, 2.873385, -0.082023], [0.268562, 2.118763, 0.232463], [-0.703214, 2.961676, 0.731932], [-0.248755, 4.231662, 0.711421], [1.029482, 4.163139, 0.194311], [4.163764, -0.400947, -1.671708], [5.902704, 1.249830, -2.244978], [5.512547, 3.672797, -1.827241], [3.408722, 4.394801, -0.842433], [-1.662161, 2.601054, 1.061194], [-0.699655, 5.161071, 1.005956], [1.660637, 4.932391, 0.068430], [-2.222718, 0.077501, -0.406223], [-1.450328, -0.112236, 0.749513], [-2.288514, -0.449311, 1.823248], [-3.561615, -0.448753, 1.320711], [-4.746448, -0.707160, 1.973128], [-5.911318, -0.631721, 1.209262], [-5.873849, -0.313117, -0.142996], [-4.667370, -0.054621, -0.794654], [-3.528623, -0.130536, -0.027648], [-4.762277, -0.952546, 3.026147], [-6.865918, -0.823456, 1.681275], [-6.799363, -0.261814, -0.700860], [-4.622142, 0.193900, -1.845771], [-1.417145, -3.981688, -1.171859], [0.102698, -4.111494, -1.125831], [0.666427, -4.085790, 0.218769], [1.052450, -5.363965, 0.807149], [-0.103333, -6.110724, 1.458402], [0.758808, -2.916011, 0.909893], [1.327750, -2.949819, 2.284592], [0.403829, -1.785590, 0.390392], [-1.762805, -3.961650, -2.205844], [-1.765611, -3.069003, -0.686860], [-1.894238, -4.822305, -0.669133], [0.578701, -3.332560, -1.730553], [0.408101, -5.055905, -1.576915], [1.853066, -5.200589, 1.524164], [1.484989, -5.969236, 0.007470], [-0.592338, -5.490445, 2.210971], [0.255251, -7.019996, 1.942870], [-0.854161, -6.399411, 0.722628], [2.392862, -3.191897, 2.235346], [0.834903, -3.699649, 2.902851], [1.207329, -1.984012, 2.759903], [0.117404, -1.896958, -0.576227], [-1.929336, -2.849043, 5.077646], [-1.450497, -1.429198, 5.136929], [-1.777416, -0.576606, 6.179761], [-1.277350, 0.712878, 6.097817], [-0.534251, 1.137644, 5.088611], [-0.257400, 0.238493, 4.131299], [0.755565, 0.864973, 2.830936], [-0.687380, -1.020331, 4.125772], [-2.504079, -3.123952, 5.960507], [-1.077111, -3.523651, 4.985854], [-2.554068, -2.988782, 4.193879], [-2.387406, -0.898373, 7.011831], [-1.493858, 1.440089, 6.874526]],
  "forces_ev_per_angstrom": [[0.134, -0.334, -0.164], [-0.125, 0.165, 0.284], [-0.001, 0.053, -0.208], [-0.070, 0.063, -0.013], [0.067, -0.027, -0.030], [-0.021, 0.012, 0.012], [0.022, -0.041, -0.013], [0.001, -0.067, 0.098], [-0.079, -0.137, -0.264], [0.368, 0.128, 0.344], [-0.124, 0.064, -0.068], [0.011, 0.045, -0.076], [0.030, -0.030, -0.008], [-0.009, -0.011, -0.004], [0.000, 0.006, -0.001], [0.001, 0.004, -0.003], [-0.016, 0.006, 0.029], [0.068, -0.048, 0.058], [-0.007, -0.001, 0.008], [-0.034, 0.026, -0.019], [-0.034, -0.102, -0.090], [0.116, 0.430, 0.602], [-0.029, 0.005, -0.240], [-0.073, -0.046, 0.010], [0.050, 0.002, -0.026], [-0.018, -0.009, 0.029], [-0.006, 0.007, -0.017], [-0.009, -0.019, 0.044], [0.065, -0.033, -0.087], [-0.015, 0.006, 0.015], [0.002, -0.001, 0.002], [0.003, -0.001, -0.007], [-0.002, 0.008, -0.006], [-0.050, 0.018, 0.020], [0.028, -0.007, -0.013], [0.048, 0.006, 0.065], [0.047, 0.017, -0.063], [-0.031, -0.035, 0.023], [-0.086, 0.110, -0.170], [0.133, -0.039, 0.251], [-0.017, -0.053, 0.066], [0.012, -0.007, -0.010], [0.032, 0.014, -0.002], [0.005, -0.009, -0.003], [-0.020, 0.001, 0.009], [-0.033, -0.002, 0.005], [-0.027, 0.009, 0.026], [-0.006, -0.008, 0.023], [0.009, 0.003, 0.006], [0.008, -0.002, -0.003], [-0.002, 0.012, -0.010], [-0.038, 0.003, -0.006], [0.003, 0.004, 0.006], [-0.057, 0.108, -0.050], [0.008, 0.138, -0.006], [-0.014, -0.035, -0.015], [0.010, 0.029, -0.030], [-0.012, 0.018, -0.025], [-0.043, -0.015, 0.033], [0.081, -0.009, 0.021], [-0.141, 0.110, 0.019], [-0.372, -0.363, -0.259], [0.238, -0.178, -0.095], [0.004, 0.019, 0.020], [-0.002, 0.004, -0.003], [0.015, 0.012, -0.025], [-0.011, 0.002, 0.001], [0.018, 0.004, 0.002]],
  "homo_ev": [-7.29, -7.40],
  "multiplicity": 2,
  "s_squared": 0.8750,
  "orbital_gap_ev": [7.62, 8.06]
}

(4)
{
  "formula": "C5H3NO2S",
  "method": "wB97M-V/def2-TZVPD",
  "elements": ["C", "C", "S", "C", "O", "O", "C", "C", "N", "H", "H", "H"],
  "coordinates": [[0.424526, 0.621861, 0.569332], [-0.828293, 0.345538, 0.264776], [-2.269869, 1.256920, 0.609051], [-3.366476, 0.030702, -0.127774], [-4.543489, 0.159133, -0.153471], [-2.705000, -1.001485, -0.631735], [-1.311338, -1.039663, -0.506145], [-0.864304, -2.149952, 0.309159], [-0.492140, -2.991048, 0.983791], [0.671016, 1.529909, 1.091176], [1.236672, -0.039249, 0.322575], [-0.845297, -1.077952, -1.496969]],
  "forces_ev_per_angstrom": [[-0.198, 0.116, -0.027], [-0.767, -1.872, -1.115], [-0.082, -0.098, -0.081], [-0.052, 1.301, 0.730], [-0.036, -0.208, -0.139], [0.067, -1.197, -0.633], [1.143, 2.553, 0.852], [-0.320, 0.033, -0.164], [0.293, -0.595, 0.395], [0.074, 0.171, 0.092], [0.076, -0.213, -0.084], [-0.201, 0.009, 0.175]],
  "homo_ev": -9.73,
  "smiles": "C=C1SC(=O)O[C@@H]1C#N",
  "orbital_gap_ev": 10.16
}

(5)
{
  "formula": "C5H8O",
  "method": "wB97M-V/def2-TZVPD",
  "elements": ["C", "C", "C", "O", "C", "C", "H", "H", "H", "H", "H", "H", "H", "H"],
  "coordinates": [[-0.311762, 1.066295, 1.265585], [0.563179, 0.603519, 0.414136], [1.310233, -0.600108, -0.014306], [0.372964, -1.634755, 0.286683], [-0.947009, -1.176411, 0.015733], [-0.933704, 0.347310, 0.159725], [-0.512197, 1.800590, 2.025590], [2.213847, -0.789931, 0.567759], [1.552155, -0.576373, -1.087776], [-1.622938, -1.720539, 0.676452], [-1.216271, -1.389154, -1.032057], [-1.522535, 0.896914, -0.588359], [0.262628, 1.454257, -1.580174], [0.791407, 1.718392, -1.108997]],
  "forces_ev_per_angstrom": [[0.074, 0.142, -0.079], [-0.141, -0.216, 0.424], [0.208, 0.172, 0.049], [-0.001, -0.158, 0.009], [-0.360, -0.027, 0.052], [-0.326, -0.041, -0.168], [0.067, -0.273, 0.307], [-0.099, -0.049, -0.069], [-0.062, 0.108, 0.209], [0.095, -0.054, 0.016], [-0.012, -0.014, 0.218], [0.418, -0.134, -0.059], [0.196, 0.330, -0.331], [-0.058, 0.213, -0.578]],
  "homo_ev": -8.81,
  "smiles": "C1=C2COC[C@@H]12.[H][H]",
  "orbital_gap_ev": 9.87
}

(6)
{
  "formula": "S2",
  "method": "wB97M-V/def2-TZVPD",
  "elements": ["S", "S"],
  "coordinates": [[0.000000, 0.000000, 1.405715], [0.000000, 0.000000, -1.405715]],
  "forces_ev_per_angstrom": [[0.000, 0.000, -5.032], [0.000, 0.000, 5.032]],
  "homo_ev": -9.97,
  "orbital_gap_ev": 5.39
}

For the records above, the corresponding max |F| values read 5.2 1.2 0.7 2.9 0.6 5.0 eV/A.